85
Properties=species:S:1:pos:R:3:forces:R:3:mulliken_charge:R:1 method="wB97M-V/def2-TZVPD" lumo_energy_ev=0.3 homo_energy_ha=-0.25915
Ga -2.138 -1.157 -0.080 0.14 0.04 -0.02 0.32
C -1.364 3.578 -2.637 -0.02 0.00 0.04 -1.05
N -2.067 2.366 -2.246 0.03 -0.04 -0.06 0.21
C -3.494 2.363 -2.545 0.01 0.01 -0.01 -0.97
C -1.532 1.414 -1.510 -0.05 0.00 0.04 0.97
O -2.229 0.428 -1.160 -0.08 0.12 0.03 -0.27
C -0.054 1.469 -1.167 -0.03 0.01 0.01 -0.36
O 0.286 0.454 -0.255 0.03 -0.01 0.02 -0.27
C 0.485 0.860 1.079 -0.02 -0.01 -0.03 -0.85
C -0.704 0.531 1.965 0.05 -0.02 -0.01 0.45
O -1.579 -0.297 1.605 -0.07 0.13 -0.02 -0.52
N -0.740 1.069 3.169 0.04 -0.04 0.01 0.26
C -1.922 0.936 4.011 0.00 0.02 -0.01 -0.86
C 0.230 2.075 3.585 -0.03 -0.01 0.01 -0.87
H -1.948 4.435 -2.303 0.00 0.01 0.01 0.38
H -1.252 3.612 -3.721 -0.02 0.00 0.00 0.33
H -0.387 3.647 -2.173 0.02 -0.01 -0.03 0.35
H -3.936 3.265 -2.121 -0.01 -0.01 0.02 0.34
H -3.963 1.492 -2.104 0.00 -0.02 -0.01 0.23
H -3.643 2.353 -3.625 0.01 0.02 0.00 0.34
H 0.190 2.451 -0.769 -0.01 -0.04 -0.01 -0.18
H 0.512 1.292 -2.087 0.01 0.00 0.00 0.59
H 0.691 1.928 1.139 0.00 0.02 0.00 0.31
H 1.349 0.307 1.465 0.00 0.00 0.00 0.61
H -2.697 0.406 3.471 0.00 -0.01 0.00 0.14
H -2.282 1.936 4.251 -0.01 0.00 0.00 0.41
H -1.673 0.398 4.926 0.00 0.01 0.00 0.32
H 1.246 1.770 3.344 0.00 0.01 0.00 0.34
H 0.160 2.183 4.665 0.00 0.00 0.00 0.39
H -0.009 3.030 3.108 0.01 0.01 0.00 0.17
F 0.664 8.805 1.270 0.00 0.00 0.00 -0.31
C 0.062 7.614 1.215 -0.02 0.00 0.00 0.73
C 0.773 6.483 0.864 0.00 -0.01 0.00 -0.22
F 2.077 6.575 0.575 0.00 0.00 0.00 -0.31
C 0.127 5.261 0.813 0.03 -0.01 -0.02 0.24
F 0.889 4.197 0.452 0.02 0.02 0.02 -0.32
C -1.221 5.085 1.099 -0.04 -0.02 0.00 0.06
Se -2.103 3.405 1.030 -0.01 0.00 0.02 -0.04
C -1.900 6.253 1.447 -0.01 0.01 0.02 -0.04
F -3.203 6.213 1.740 0.00 -0.01 0.00 -0.33
C -1.286 7.491 1.507 0.02 -0.01 -0.01 0.19
F -1.987 8.576 1.847 0.01 0.02 0.00 -0.30
C 6.652 -3.982 0.882 0.00 0.00 0.00 -1.48
C 5.634 -2.943 0.498 0.00 0.00 0.00 1.19
C 5.974 -1.596 0.520 -0.01 0.00 0.00 -0.81
C 5.048 -0.620 0.184 0.00 0.00 0.00 -1.09
C 3.775 -0.995 -0.202 0.01 0.00 -0.02 -0.45
C 3.420 -2.342 -0.232 -0.01 0.03 0.00 -0.43
N 2.086 -2.671 -0.594 -0.02 0.00 -0.01 0.15
C 1.726 -3.192 -1.813 0.00 0.01 0.00 0.94
C 2.691 -3.738 -2.676 -0.02 -0.01 -0.01 -0.52
C 2.332 -4.292 -3.886 0.02 0.00 0.01 -0.74
C 1.005 -4.314 -4.307 -0.02 0.00 0.00 -0.76
C 0.051 -3.742 -3.495 0.00 -0.02 -0.01 -0.58
C 0.381 -3.184 -2.256 -0.08 0.02 -0.14 0.21
C -0.708 -2.523 -1.521 0.11 0.00 0.27 0.74
O -1.814 -2.233 -2.020 0.12 -0.04 -0.07 -0.76
O -0.511 -2.164 -0.283 -0.11 -0.10 -0.03 -1.03
C 4.335 -3.329 0.137 0.00 0.00 0.01 0.82
C 3.941 -4.780 0.171 0.00 -0.01 0.00 -1.82
H 7.620 -3.523 1.076 0.00 0.00 0.00 0.39
H 6.780 -4.726 0.093 0.00 0.00 0.00 0.31
H 6.350 -4.522 1.782 0.00 0.00 0.00 0.33
H 6.979 -1.310 0.808 0.00 0.00 0.00 0.36
H 5.326 0.426 0.205 0.00 0.00 0.00 0.43
H 3.039 -0.257 -0.503 0.00 0.00 0.00 0.73
H 1.354 -2.150 -0.135 -0.01 -0.01 0.01 0.27
H 3.731 -3.709 -2.384 0.01 0.00 0.00 0.53
H 3.105 -4.708 -4.520 0.00 0.00 0.00 0.41
H 0.732 -4.752 -5.257 0.00 0.00 0.00 0.40
H -0.986 -3.702 -3.798 0.01 0.00 0.00 0.47
H 2.868 -4.898 0.049 0.00 0.00 0.00 0.33
H 4.232 -5.235 1.120 0.00 0.00 0.00 0.50
H 4.435 -5.348 -0.621 0.00 0.00 0.00 0.37
F -7.742 -3.074 1.213 0.01 0.00 0.00 -0.34
C -6.488 -2.659 0.938 -0.01 -0.01 0.00 0.42
C -6.013 -2.786 -0.351 0.01 0.00 0.00 -0.78
C -4.722 -2.355 -0.622 0.00 0.00 0.01 -0.17
C -3.915 -1.798 0.373 -0.02 -0.05 -0.04 -0.09
C -4.441 -1.697 1.661 0.00 0.02 0.01 0.25
C -5.728 -2.126 1.958 0.01 0.00 -0.01 -0.68
H -6.646 -3.216 -1.116 0.00 0.00 0.00 0.44
H -4.336 -2.461 -1.629 0.00 0.00 0.00 0.40
H -3.840 -1.275 2.457 0.00 0.00 0.00 0.11
H -6.142 -2.051 2.954 0.00 0.00 0.00 0.45



84
Properties=species:S:1:pos:R:3:forces:R:3:mulliken_spin:R:1 method="wB97M-V/def2-TZVPD" lumo_energy_ev="-2.0 / -2.0" s2=0.766 multiplicity=2 charge=+1 homo_energy_ha="-0.35943 / -0.33812"
Mn -1.067 0.365 0.008 -0.02 -0.04 0.03 1.05
C -2.563 4.836 -2.812 0.00 0.00 0.00 0.00
N -1.752 3.697 -2.411 0.01 0.00 -0.01 0.00
C -0.525 3.367 -2.918 0.00 -0.01 0.00 0.00
C -0.121 2.233 -2.272 0.01 0.01 0.01 0.00
N -1.093 1.868 -1.385 -0.02 -0.02 0.00 -0.01
C -2.064 2.761 -1.478 -0.01 0.01 -0.02 0.00
P -3.495 2.819 -0.357 0.00 0.00 0.02 0.00
C -3.940 1.054 -0.457 0.00 0.00 0.00 0.03
N -3.083 0.053 -0.324 0.01 0.00 0.03 -0.04
C -3.797 -1.102 -0.470 0.00 0.00 -0.03 0.02
C -5.106 -0.791 -0.696 0.00 0.00 0.02 0.00
N -5.187 0.575 -0.683 0.00 0.00 -0.01 0.01
C -6.396 1.355 -0.911 0.00 0.00 -0.01 0.00
C -2.518 2.717 1.174 0.01 -0.01 -0.01 0.00
N -1.549 1.835 1.351 0.01 -0.02 0.02 -0.01
C -0.957 2.121 2.546 0.01 0.02 -0.01 0.00
C -1.585 3.202 3.098 -0.04 -0.03 0.02 0.00
N -2.572 3.573 2.226 0.03 0.02 -0.01 0.00
C -3.511 4.667 2.415 0.00 0.00 0.00 0.00
H -2.004 5.415 -3.541 0.00 0.00 0.00 0.00
H -2.782 5.471 -1.955 0.00 0.00 0.00 0.00
H -3.496 4.505 -3.264 0.00 0.00 0.00 0.00
H -0.051 3.964 -3.678 0.00 0.00 0.00 0.00
H 0.799 1.669 -2.341 0.00 0.00 0.00 0.00
H -3.328 -2.070 -0.411 0.00 0.00 0.00 0.00
H -5.971 -1.410 -0.860 0.00 0.00 0.00 0.00
H -7.247 0.680 -0.899 0.00 0.00 0.00 0.00
H -6.353 1.857 -1.876 0.00 0.00 0.00 0.00
H -6.522 2.095 -0.124 0.00 0.00 0.00 0.00
H -0.113 1.551 2.902 0.01 0.00 0.00 0.00
H -1.419 3.729 4.021 0.00 0.00 0.00 0.00
H -3.218 5.222 3.302 0.00 0.00 0.00 0.00
H -4.522 4.289 2.555 0.00 0.00 0.00 0.00
H -3.491 5.339 1.560 0.00 0.00 0.00 0.00
C 6.798 0.154 -0.597 0.00 0.00 0.00 0.00
C 6.668 -0.524 0.757 0.00 0.00 0.00 0.00
C 7.691 0.017 1.744 0.00 0.00 0.00 0.00
C 7.633 -0.772 3.039 0.00 -0.01 0.00 0.00
C 6.225 -0.824 3.568 -0.01 -0.01 0.00 0.00
C 5.992 -1.059 4.904 0.00 0.00 0.00 0.00
C 4.692 -1.092 5.394 0.00 0.00 0.00 0.00
F 4.512 -1.326 6.706 0.00 0.00 0.00 0.00
C 3.612 -0.882 4.587 0.00 0.00 0.00 0.00
C 3.822 -0.636 3.226 0.02 0.01 -0.01 0.00
C 2.639 -0.398 2.375 0.03 -0.02 -0.04 0.00
O 1.505 -0.511 2.865 -0.01 0.03 0.00 0.00
C 2.949 -0.079 1.006 -0.04 -0.03 0.02 0.00
C 4.244 -0.129 0.578 0.02 0.00 0.01 0.00
N 5.315 -0.377 1.347 -0.01 0.00 -0.02 0.00
C 5.125 -0.615 2.711 0.00 0.01 0.02 0.00
C 1.916 0.270 -0.033 0.01 -0.05 0.02 0.00
O 2.184 0.141 -1.232 0.00 0.03 0.04 0.00
O 0.819 0.709 0.450 -0.03 0.05 -0.06 0.00
H 7.841 0.090 -0.907 0.00 0.00 0.00 0.00
H 6.526 1.209 -0.537 0.00 0.00 0.00 0.00
H 6.201 -0.322 -1.372 0.00 0.00 0.00 0.00
H 6.846 -1.598 0.634 0.00 0.00 0.00 0.00
H 7.485 1.076 1.926 0.00 0.00 0.00 0.00
H 8.683 -0.053 1.297 0.00 0.00 0.00 0.00
H 8.289 -0.336 3.793 0.00 0.00 0.00 0.00
H 7.994 -1.790 2.860 0.00 0.00 0.00 0.00
H 6.818 -1.211 5.588 0.00 0.00 0.00 0.00
H 2.602 -0.900 4.970 0.00 0.00 0.00 0.00
H 4.418 0.047 -0.472 0.00 0.00 0.00 0.00
N -0.878 -1.134 1.467 0.05 0.00 -0.04 -0.02
C -0.480 -2.386 0.875 -0.02 0.02 0.00 -0.01
C -0.230 -3.523 1.590 0.00 0.00 0.01 0.00
C 0.191 -4.701 0.937 0.00 0.00 -0.02 0.00
C 0.364 -4.721 -0.418 -0.01 0.00 0.01 0.00
C 0.115 -3.558 -1.183 0.02 -0.01 0.00 0.00
C 0.270 -3.499 -2.589 -0.01 0.01 0.00 0.00
C 0.001 -2.335 -3.242 0.00 -0.01 0.01 0.00
C -0.423 -1.214 -2.499 0.01 -0.01 0.00 0.01
N -0.578 -1.227 -1.199 0.01 0.02 -0.03 -0.02
C -0.311 -2.389 -0.528 -0.01 0.02 0.01 0.01
H -0.057 -0.771 1.991 -0.02 0.00 0.03 0.00
H -1.629 -1.281 2.133 -0.01 0.01 0.00 0.00
H -0.340 -3.511 2.668 0.00 0.00 0.00 0.00
H 0.384 -5.589 1.523 0.00 0.00 0.00 0.00
H 0.692 -5.622 -0.922 0.00 0.00 0.00 0.00
H 0.602 -4.380 -3.125 0.00 0.00 0.00 0.00
H 0.112 -2.248 -4.313 0.00 0.00 0.00 0.00
H -0.631 -0.278 -3.000 -0.01 0.00 0.00 0.00



78
Properties=species:S:1:pos:R:3:forces:R:3:mulliken_spin:R:1 method="wB97M-V/def2-TZVPD" lumo_energy_ev="-3.2 / -4.7" s2=3.776 multiplicity=4 charge=+1 homo_energy_ha="-0.38293 / -0.44139"
Mo 0.736 1.248 -0.270 0.24 0.48 -0.39 2.60
O -0.576 1.797 3.255 -0.05 -0.01 -0.04 0.00
C 0.494 1.579 2.733 0.05 0.11 -0.01 0.02
O 0.842 2.096 1.557 0.06 -0.13 0.11 0.06
C 1.550 0.756 3.457 -0.04 0.00 -0.02 0.01
C 2.890 1.514 3.650 -0.01 0.01 0.03 -0.01
C 3.621 0.899 4.846 -0.02 -0.01 0.00 0.00
C 4.055 -0.463 4.247 0.00 0.02 -0.01 0.00
C 3.580 -0.321 2.794 0.00 -0.03 -0.04 0.01
O 3.681 1.083 2.542 0.01 0.00 0.00 0.00
C 2.060 -0.527 2.713 -0.01 -0.02 0.02 0.01
C 1.590 -0.507 1.284 0.07 -0.21 0.46 -0.01
O 2.366 -0.365 0.332 0.03 -0.11 -0.11 0.04
O 0.311 -0.442 1.075 -0.11 0.07 -0.22 -0.07
H 1.108 0.491 4.414 0.01 -0.01 0.00 0.00
H 2.803 2.598 3.645 0.00 0.00 0.00 0.00
H 2.981 0.804 5.722 0.01 0.01 0.01 0.00
H 4.483 1.507 5.114 0.00 0.00 -0.01 0.00
H 3.602 -1.318 4.748 0.00 0.00 0.00 0.00
H 5.135 -0.585 4.280 0.00 -0.01 0.01 0.00
H 4.144 -0.875 2.050 0.01 0.01 0.00 0.00
H 1.697 -1.433 3.200 0.00 -0.01 -0.01 0.00
C 2.686 2.736 -0.704 -0.06 -0.07 0.01 0.01
C 3.117 1.565 -1.337 -0.07 0.02 0.05 0.10
C 2.141 1.198 -2.290 -0.07 -0.04 0.04 -0.04
C 1.143 2.208 -2.312 -0.04 -0.01 -0.10 0.01
C 1.467 3.157 -1.311 0.00 0.05 -0.01 -0.04
H 3.166 3.208 0.139 -0.01 0.01 0.00 0.00
H 3.977 0.982 -1.054 0.00 -0.01 0.02 0.01
H 2.162 0.330 -2.930 0.00 0.02 -0.01 -0.01
H 0.324 2.246 -3.009 -0.03 0.00 -0.03 0.01
H 0.915 4.052 -1.069 0.01 0.01 -0.01 0.00
C -4.354 2.752 1.269 -0.02 0.04 0.04 0.00
N -3.226 2.628 0.357 0.02 0.03 0.06 0.01
C -3.118 3.193 -0.892 0.00 -0.05 -0.04 0.01
C -1.884 2.871 -1.348 0.08 0.03 -0.05 0.05
N -1.230 2.122 -0.388 -0.09 -0.19 0.13 -0.11
C -2.077 2.008 0.628 -0.05 -0.02 -0.03 0.06
H -5.281 2.629 0.714 0.01 -0.02 0.00 0.00
H -4.341 3.727 1.753 0.00 0.00 -0.01 0.00
H -4.281 1.974 2.022 0.01 0.00 -0.01 0.00
H -3.912 3.768 -1.335 -0.01 0.00 0.00 0.00
H -1.426 3.146 -2.280 -0.01 -0.01 0.00 0.00
H -1.871 1.528 1.571 0.04 0.00 0.01 0.00
C -4.923 -0.777 0.762 -0.02 0.00 0.00 0.01
C -4.746 -0.554 -0.596 0.01 0.01 -0.01 0.00
C -3.485 -0.688 -1.162 -0.01 -0.02 0.00 0.02
C -2.390 -1.040 -0.371 0.05 0.06 -0.01 0.01
C -2.579 -1.266 0.995 -0.04 -0.02 -0.03 0.00
C -3.841 -1.139 1.555 0.04 0.00 0.02 -0.01
Ge -0.654 -1.225 -1.191 -0.01 -0.14 0.08 -0.01
C 0.324 -2.818 -0.738 -0.03 0.02 -0.04 0.04
C -0.328 -3.802 0.006 0.04 0.02 0.02 0.00
C 0.327 -4.982 0.329 -0.02 0.00 0.01 0.00
C 1.634 -5.185 -0.088 0.00 -0.01 -0.01 0.01
C 2.288 -4.213 -0.835 0.01 0.03 -0.03 0.00
C 1.636 -3.035 -1.163 -0.01 -0.03 0.11 0.02
C -0.591 -0.824 -3.084 0.01 -0.03 0.05 0.00
C -1.376 0.173 -3.667 0.03 0.04 -0.01 0.09
C -1.333 0.388 -5.035 -0.02 0.02 0.01 -0.02
C -0.498 -0.384 -5.834 -0.01 0.00 -0.01 0.03
C 0.277 -1.384 -5.267 0.00 -0.02 0.02 -0.01
C 0.231 -1.607 -3.897 0.01 0.05 -0.06 0.10
H -5.908 -0.682 1.201 0.00 0.00 0.00 0.00
H -5.590 -0.290 -1.220 -0.01 -0.01 0.00 0.00
H -3.366 -0.534 -2.228 -0.07 -0.06 0.09 0.01
H -1.740 -1.534 1.623 0.01 0.03 0.02 0.00
H -3.980 -1.327 2.612 0.00 0.01 0.00 0.00
H -1.350 -3.652 0.334 0.02 -0.02 -0.01 0.00
H -0.185 -5.742 0.903 0.00 -0.01 0.00 0.00
H 2.145 -6.105 0.164 0.00 0.00 0.00 0.00
H 3.306 -4.375 -1.165 0.00 0.00 0.01 0.00
H 2.157 -2.278 -1.735 0.06 0.03 0.06 0.00
H -2.034 0.775 -3.052 0.09 0.08 -0.03 0.00
H -1.953 1.155 -5.481 0.01 0.00 0.00 0.00
H -0.462 -0.211 -6.901 0.00 0.00 0.00 0.00
H 0.915 -1.997 -5.890 0.00 0.00 -0.01 0.00
H 0.826 -2.403 -3.468 -0.05 0.02 -0.07 0.01



It is found that the ΔE to the lowest compared entry with this formula, charge and spin values, taken in the order of the records, are 10.0, 0.0, 37.3 kcal/mol.